ORCA calculation (wB97M-V/def2-TZVPD) on C16H21AlBBrN5O2S2 as an isolated structure.

The spin multiplicity is 1. The energy is -4684.21769 hartree. As for the charge: +1. Its HOMO energy is -11.1 eV.

Last column: Löwdin charge in e.
CARTESIAN COORDINATES (ANGSTROEM)
1 Al 0.148 -0.107 0.470  -0.35
2 C 2.434 4.274 2.947  -0.03
3 C 2.477 2.811 2.671  -0.21
4 C 3.360 1.965 3.344  0.02
5 C 3.380 0.607 3.067  -0.04
6 C 2.479 0.143 2.129  -0.65
7 Br 2.286 -1.672 1.646  0.96
8 N 1.637 0.924 1.479  -0.06
9 C 1.643 2.228 1.725  -0.04
10 H 2.796 4.500 3.946  0.09
11 H 1.425 4.658 2.836  0.09
12 H 3.068 4.804 2.236  0.10
13 H 4.029 2.377 4.083  0.13
14 H 4.070 -0.069 3.545  0.12
15 H 0.947 2.810 1.135  0.13
16 C -1.501 2.832 -1.457  -0.02
17 N -1.482 1.654 -2.282  -0.10
18 C -2.457 1.247 -3.149  -0.01
19 C -2.036 0.074 -3.691  -0.03
20 N -0.817 -0.237 -3.165  0.00
21 B 0.100 -1.399 -3.636  -0.41
22 N -0.095 -2.686 -2.763  0.03
23 C 0.255 -3.890 -3.301  -0.04
24 C 0.071 -4.859 -2.366  -0.02
25 N -0.389 -4.240 -1.244  -0.13
26 C -0.769 -4.887 -0.020  -0.03
27 C -0.469 -2.915 -1.506  -0.58
28 S -1.121 -1.844 -0.288  0.85
29 C -0.500 0.732 -2.311  -0.67
30 S 0.964 0.901 -1.407  0.83
31 H -2.370 3.432 -1.716  0.10
32 H -0.591 3.414 -1.618  0.09
33 H -1.556 2.546 -0.402  0.07
34 H -3.346 1.819 -3.319  0.13
35 H -2.503 -0.553 -4.423  0.13
36 H -0.233 -1.692 -4.733  0.08
37 H 1.233 -1.064 -3.531  0.07
38 H 0.609 -3.966 -4.306  0.13
39 H 0.233 -5.915 -2.412  0.13
40 H -0.454 -5.928 -0.061  0.10
41 H -1.852 -4.838 0.110  0.10
42 H -0.294 -4.390 0.828  0.08
43 C -2.606 1.138 3.493  -0.01
44 O -2.130 1.490 2.184  -0.03
45 C -1.209 0.796 1.606  -0.33
46 O -0.676 -0.219 2.208  -0.06
47 H -2.360 1.959 4.164  0.10
48 H -2.142 0.210 3.826  0.09
49 H -3.686 1.026 3.427  0.10

ORCA calculation (wB97M-V/def2-TZVPD) on C16H21Br36F3P as an isolated structure.

The spin multiplicity is 1. The energy is -93927.28052 hartree. As for the charge: -1. For the energy above the lowest of the compared OMol25 structures with the same formula, charge and spin, the calculation gives 0.0 kJ/mol. Its HOMO energy is -2.3 eV.

Last column: Löwdin charge in e.
CARTESIAN COORDINATES (ANGSTROEM)
1 F 4.096 -0.136 2.228  0.17
2 C 4.476 1.034 2.522  -0.42
3 F 5.786 1.097 2.775  0.03
4 C 3.723 2.083 2.634  -0.34
5 F 4.075 2.975 3.541  0.01
6 C 2.543 2.438 1.848  -0.22
7 C 1.335 2.731 2.776  -0.43
8 P 0.012 1.331 2.595  0.27
9 H 2.286 1.691 1.106  0.04
10 H 2.825 3.339 1.310  0.10
11 H 0.944 3.710 2.515  0.05
12 H 1.688 2.709 3.799  -0.01
13 H -0.137 1.718 1.166  -0.05
14 H -1.102 2.256 2.910  -0.37
15 H 0.112 1.046 4.054  -0.15
16 H 1.120 0.391 2.310  -0.04
17 H -0.932 0.229 2.423  -0.21
18 C 5.146 -0.814 -0.893  -1.65
19 Br 3.360 -0.118 -1.006  0.63
20 Br 5.157 -2.734 -0.724  0.57
21 Br 6.244 -0.223 -2.366  0.55
22 H 5.586 -0.415 0.009  -0.05
23 C -3.603 -2.116 1.212  -1.62
24 Br -5.525 -1.941 1.024  0.52
25 Br -2.705 -1.860 -0.475  0.55
26 Br -2.885 -0.953 2.565  0.64
27 H -3.409 -3.131 1.521  -0.04
28 C -1.474 2.924 5.390  -1.48
29 Br 0.211 3.823 5.649  0.58
30 Br -2.129 3.160 3.597  0.68
31 Br -1.381 1.062 5.878  0.55
32 H -2.185 3.389 6.054  -0.06
33 C 1.410 7.809 5.467  -1.63
34 Br 1.724 7.716 7.371  0.55
35 Br 2.578 6.632 4.497  0.54
36 Br -0.425 7.444 5.023  0.56
37 H 1.623 8.820 5.157  -0.03
38 C -3.503 -1.265 -4.528  -1.61
39 Br -1.647 -0.781 -4.395  0.59
40 Br -4.180 -1.038 -6.323  0.59
41 Br -3.817 -3.044 -3.867  0.52
42 H -4.055 -0.589 -3.894  -0.03
43 C 6.342 5.612 1.967  -1.58
44 Br 4.509 6.189 1.821  0.57
45 Br 6.407 3.706 2.159  0.73
46 Br 7.414 6.260 0.495  0.55
47 H 6.752 6.036 2.871  -0.03
48 C -3.492 -3.565 -9.284  -1.62
49 Br -1.636 -3.074 -9.150  0.56
50 Br -4.166 -3.337 -11.077  0.57
51 Br -3.809 -5.342 -8.622  0.52
52 H -4.044 -2.889 -8.649  -0.08
53 C -0.810 -7.113 -6.456  -1.63
54 Br 0.596 -7.813 -5.340  0.57
55 Br -1.591 -5.524 -5.703  0.53
56 Br -0.209 -6.832 -8.265  0.55
57 H -1.588 -7.861 -6.493  -0.05
58 C -6.510 -7.304 -6.174  -1.64
59 Br -5.814 -5.585 -5.674  0.53
60 Br -7.642 -7.192 -7.725  0.55
61 Br -5.102 -8.603 -6.408  0.57
62 H -7.127 -7.648 -5.358  -0.07
63 C 0.064 3.817 9.724  -1.64
64 Br 0.687 2.067 9.225  0.56
65 Br -1.784 4.093 9.240  0.57
66 Br 0.365 4.177 11.595  0.55
67 H 0.647 4.533 9.166  -0.05
68 C 10.950 3.319 1.459  -1.63
69 Br 9.460 2.470 0.589  0.56
70 Br 12.205 4.041 0.184  0.56
71 Br 10.382 4.653 2.729  0.56
72 H 11.470 2.556 2.016  -0.03
73 C -11.277 -7.269 -5.792  -1.63
74 Br -11.764 -5.967 -7.124  0.57
75 Br -10.838 -8.968 -6.588  0.56
76 Br -9.868 -6.622 -4.646  0.59
77 H -12.142 -7.425 -5.168  -0.03

ORCA calculation (wB97M-V/def2-TZVPD) on one molecule with the formula C16H21BrClF4IO2.

The spin multiplicity is 1. The energy is -4504.02186 hartree. As for the SMILES: CC[C@H](Cl)[C@]1(CCCI)OC(=O)[C@@](F)(CC)[C@@]1(Br)CCC(F)=C(F)F. Its HOMO energy is -8.8 eV.

Last column: Löwdin charge in e.
CARTESIAN COORDINATES (ANGSTROEM)
1 C 4.122 2.410 -0.156  -0.15
2 C 2.756 1.827 -0.552  -0.29
3 C 2.129 0.885 0.495  -0.53
4 Cl 3.466 0.006 1.346  0.73
5 C 1.095 -0.119 -0.062  -0.43
6 C 0.979 -1.369 0.862  -0.15
7 C 1.910 -2.546 0.494  -0.31
8 C 1.169 -3.792 -0.015  -0.65
9 I 2.282 -4.856 -1.493  0.79
10 O 1.351 -0.543 -1.404  0.06
11 C 0.219 -1.169 -1.838  -0.39
12 O 0.234 -2.060 -2.624  0.17
13 C -1.036 -0.547 -1.169  -0.36
14 F -1.632 0.097 -2.243  -0.03
15 C -2.057 -1.548 -0.610  -0.14
16 C -3.456 -1.430 -1.210  -0.07
17 C -0.354 0.459 -0.172  -0.51
18 Br -0.410 2.216 -1.131  0.99
19 C -1.052 0.765 1.149  -0.19
20 C -2.509 1.281 1.040  -0.13
21 C -2.605 2.705 1.460  -0.24
22 F -2.358 2.913 2.783  0.06
23 C -2.847 3.766 0.675  -0.33
24 F -2.051 4.804 0.503  0.14
25 F -3.918 3.889 -0.088  0.15
26 H 4.148 2.705 0.893  0.06
27 H 4.939 1.730 -0.383  0.06
28 H 4.288 3.325 -0.728  0.07
29 H 2.100 2.678 -0.680  0.04
30 H 2.880 1.281 -1.486  0.12
31 H 1.651 1.479 1.271  0.11
32 H 1.143 -1.065 1.893  0.11
33 H -0.042 -1.754 0.837  0.10
34 H 2.436 -2.847 1.401  0.10
35 H 2.682 -2.255 -0.213  0.07
36 H 0.195 -3.565 -0.438  0.01
37 H 1.028 -4.518 0.781  0.04
38 H -2.094 -1.522 0.478  0.11
39 H -1.689 -2.546 -0.862  0.11
40 H -3.479 -1.775 -2.240  0.09
41 H -4.108 -2.107 -0.651  0.08
42 H -3.892 -0.438 -1.118  0.07
43 H -1.096 -0.161 1.723  0.11
44 H -0.463 1.480 1.723  0.12
45 H -2.932 1.158 0.043  0.11
46 H -3.123 0.673 1.714  0.13

ORCA calculation (wB97M-V/def2-TZVPD) on C16H21Cl2FO2Ru as an isolated structure.

The spin multiplicity is 5. The energy is -1887.73848 hartree. As for the charge: -2. Its HOMO energy (spin up / spin down) is 1.8 / -0.4 eV.

Last column: Löwdin charge in e.
CARTESIAN COORDINATES (ANGSTROEM)
1 C 0.224 0.722 -1.948  -0.41
2 C -0.497 -0.502 -2.238  -0.44
3 C 0.402 -1.604 -1.935  -0.28
4 C -1.669 -0.641 -3.114  -0.14
5 C 1.650 -1.072 -1.560  -0.27
6 C 1.572 0.341 -1.597  -0.26
7 C 2.682 1.284 -1.343  -0.07
8 C -0.139 2.040 -2.510  -0.12
9 C 0.048 -3.024 -2.058  -0.09
10 C 2.834 -1.857 -1.114  -0.08
11 Ru -0.887 0.143 -0.119  0.87
12 Cl -2.421 -1.418 -0.214  0.13
13 Cl -2.623 1.472 -0.411  -0.07
14 O 0.543 -0.715 1.147  -0.32
15 H -1.964 0.356 -3.549  0.07
16 H -2.557 -1.025 -2.569  0.00
17 H -1.478 -1.325 -3.958  0.07
18 H -1.004 -3.176 -1.782  0.04
19 H 0.670 -3.623 -1.384  0.06
20 H 0.197 -3.400 -3.080  0.07
21 H 2.510 -2.803 -0.658  0.06
22 H 3.395 -1.290 -0.363  0.06
23 H 3.511 -2.098 -1.940  0.06
24 H 3.353 0.891 -0.561  0.06
25 H 2.256 2.234 -0.991  0.07
26 H 3.307 1.500 -2.228  0.07
27 H -1.226 2.108 -2.584  0.02
28 H 0.327 2.199 -3.496  0.07
29 H 0.192 2.826 -1.825  0.06
30 H 0.740 -1.678 1.284  0.04
31 O -0.055 1.887 0.629  -0.52
32 H 0.793 1.605 1.091  -0.02
33 F -2.971 -1.653 5.734  -0.04
34 C -2.375 -1.307 4.519  -0.30
35 C -2.443 -2.206 3.448  -0.06
36 C -1.641 -1.943 2.340  -0.23
37 C -1.111 -0.663 2.085  -0.32
38 C -1.171 0.277 3.127  -0.09
39 C -1.709 -0.089 4.396  -0.05
40 H -3.025 -3.147 3.511  0.10
41 H -1.534 -2.774 1.635  0.05
42 H -0.774 1.263 2.949  0.07
43 H -1.598 0.571 5.248  0.08

- The lowest energy belongs to which entry?
  C16H21Br36F3P